{
  "formula": "C5H9ClO2S",
  "method": "ωB97M-V/def2-TZVPD",
  "e_lumo_ha": [-0.0301, -0.0630],
  "e_homo_ev": [-9.6, -8.8],
  "de_lowest_ev": 4.132,
  "e_tot_ev": -32778.751,
  "elements": ["C", "C", "C", "C", "C", "O", "O", "S", "Cl", "H", "H", "H", "H", "H", "H", "H", "H", "H"],
  "positions_angstrom": [[0.64763, 0.64905, -0.88353], [0.02357, -0.60635, -0.41976], [-0.87209, -0.09651, 0.75390], [1.76443, 1.16909, -0.05039], [0.89065, -1.67321, 0.21175], [-2.33286, 0.95798, -1.23401], [-2.93699, 1.44565, 1.04537], [-2.39543, 0.44932, 0.11031], [-3.64047, -1.17848, 0.14389], [0.03812, 1.17002, -1.56289], [-0.43928, -1.14738, -1.28901], [-0.58936, 0.69511, 1.42622], [1.63396, 2.09298, 0.60460], [2.56165, 1.38040, -0.78145], [2.18602, 0.46248, 0.70594], [1.85535, -2.02416, -0.37399], [0.35703, -2.49825, 0.31458], [1.24808, -1.24775, 1.27847]]
}

---

{
  "formula": "C8H9FINO",
  "method": "ωB97M-V/def2-TZVPD",
  "e_lumo_ha": -0.0058,
  "e_homo_ev": -9.1,
  "smiles": "F[C@H]1C=C(OC2CC2)C=N[C@@H]1I",
  "de_lowest_ev": 0.422,
  "e_tot_ev": -22793.787,
  "elements": ["C", "C", "C", "C", "C", "C", "C", "C", "N", "O", "F", "I", "H", "H", "H", "H", "H", "H", "H", "H", "H"],
  "positions_angstrom": [[-1.06665, 0.96500, -1.19805], [-0.73217, -0.47928, 0.65285], [-0.21782, 0.11906, -0.55201], [3.30205, -0.81011, -0.32619], [2.53022, -0.71516, 0.98473], [-2.29998, 1.53525, -0.58260], [1.81605, -1.08258, -0.31276], [-2.94141, 0.48017, 0.55131], [-1.92564, -0.33728, 1.09550], [1.01000, -0.11868, -0.94001], [-2.02177, 2.65460, 0.13674], [-4.46598, -0.74481, -0.12443], [-0.68904, 1.43074, -2.05979], [-0.05540, -0.92427, 1.42530], [3.77028, 0.01025, -1.05049], [3.85239, -1.75811, -0.50770], [2.77066, -1.53425, 1.72015], [2.36083, 0.28086, 1.49347], [-3.23699, 1.84603, -1.21659], [1.52717, -2.03336, -0.44332], [-3.28681, 1.21592, 1.25388]]
}

---

{
  "formula": "C61H67BaClIN8O2P",
  "method": "ωB97M-V/def2-TZVPD",
  "e_lumo_ha": 0.0016,
  "e_homo_ev": -7.7,
  "de_lowest_ev": 0.572,
  "e_tot_ev": -110966.266,
  "elements": ["Ba", "C", "C", "C", "C", "C", "C", "C", "N", "N", "C", "C", "C", "C", "C", "C", "N", "C", "C", "C", "C", "C", "C", "N", "H", "H", "H", "H", "H", "H", "H", "H", "H", "H", "H", "H", "H", "H", "H", "H", "H", "H", "H", "H", "C", "C", "N", "C", "C", "N", "C", "C", "C", "N", "C", "C", "N", "C", "H", "H", "H", "H", "H", "H", "H", "H", "H", "H", "H", "H", "H", "H", "H", "H", "H", "H", "H", "H", "H", "H", "H", "H", "I", "C", "C", "C", "C", "C", "C", "C", "C", "C", "P", "C", "C", "C", "C", "C", "C", "C", "C", "C", "C", "C", "C", "C", "H", "H", "H", "H", "H", "H", "H", "H", "H", "H", "H", "H", "H", "H", "H", "H", "Cl", "C", "C", "O", "O", "H", "H", "C", "C", "C", "C", "C", "C", "C", "C", "H", "H", "H", "H", "H"],
  "positions_angstrom": [[-0.29611, -0.22981, -0.64128], [2.36617, 3.68241, -1.89049], [1.69733, 3.06543, -3.11807], [0.42792, 3.66843, -3.66403], [0.03107, 3.31677, -4.95793], [-1.11464, 3.87058, -5.48961], [-1.86125, 4.74859, -4.71450], [-1.40659, 5.03032, -3.44366], [-0.28626, 4.51737, -2.93031], [1.81085, 3.33698, -0.56414], [1.08996, 4.48110, -0.01245], [0.27482, 4.31258, 1.25059], [-0.60658, 5.34573, 1.58052], [-1.30216, 5.29522, 2.77190], [-1.10072, 4.21742, 3.62341], [-0.22234, 3.23218, 3.21487], [0.43906, 3.26382, 2.05593], [2.91337, 2.94662, 0.31169], [3.56434, 1.62027, -0.00187], [4.95132, 1.51434, 0.03451], [5.54476, 0.27439, -0.12732], [4.73495, -0.83071, -0.32238], [3.36352, -0.63973, -0.35426], [2.78486, 0.55299, -0.19833], [2.41800, 4.77268, -2.00857], [3.39396, 3.31339, -1.90578], [1.49790, 2.01483, -2.89946], [2.42176, 3.08100, -3.93632], [0.63372, 2.62208, -5.53089], [-1.42419, 3.62903, -6.49915], [-2.77027, 5.20208, -5.08652], [-1.95346, 5.70497, -2.79052], [0.41657, 4.81997, -0.79503], [1.79542, 5.31119, 0.18971], [-0.72812, 6.18429, 0.90563], [-1.98244, 6.09128, 3.04727], [-1.60729, 4.14754, 4.57606], [-0.01689, 2.37746, 3.84852], [2.51299, 2.86367, 1.31913], [3.68734, 3.73255, 0.31463], [5.55999, 2.39464, 0.19829], [6.62227, 0.17149, -0.09999], [5.15558, -1.81861, -0.45292], [2.68974, -1.47373, -0.50332], [-4.94029, -0.73045, 0.24379], [-3.93518, -1.88391, 0.37293], [-2.96883, -1.94858, -0.72502], [-3.52647, -2.56448, -1.92179], [-2.54393, -2.50311, -3.08949], [-2.19365, -1.14311, -3.47928], [-2.83935, -0.65749, -4.69076], [-4.29460, -0.24308, -4.46336], [-4.46104, 1.12678, -3.81996], [-3.70113, 1.30071, -2.58678], [-4.35750, 2.18124, -1.64395], [-3.51174, 2.38791, -0.40137], [-3.28505, 1.13831, 0.32280], [-4.47499, 0.54947, 0.94174], [-5.89146, -1.03030, 0.69153], [-5.12306, -0.51936, -0.81310], [-4.48543, -2.83276, 0.45611], [-3.37448, -1.75922, 1.30370], [-2.23107, -2.57302, -0.40310], [-4.45153, -2.05019, -2.18761], [-3.77729, -3.62136, -1.74234], [-2.97910, -3.05854, -3.93224], [-1.63511, -3.03674, -2.79184], [-1.18803, -1.06338, -3.59453], [-2.81814, -1.42217, -5.48364], [-2.27521, 0.21135, -5.03929], [-4.78295, -1.00031, -3.84616], [-4.81198, -0.22307, -5.42569], [-5.53714, 1.29089, -3.65061], [-4.13285, 1.89242, -4.53088], [-3.49366, 0.40275, -2.15904], [-5.35914, 1.81985, -1.35137], [-4.49698, 3.15550, -2.12267], [-4.00033, 3.14687, 0.22962], [-2.53775, 2.77557, -0.71553], [-2.60685, 1.32690, 1.05132], [-5.29696, 1.27631, 0.95891], [-4.24735, 0.29522, 1.97964], [-1.50013, 0.05662, 3.34599], [-1.76047, -1.08597, 5.10990], [-3.01398, -0.90376, 5.63166], [-3.36585, -1.41804, 6.88917], [-2.42287, -2.06227, 7.62410], [-1.11908, -2.26822, 7.11683], [-0.17926, -2.91077, 7.95193], [1.08834, -3.13999, 7.51642], [1.43489, -2.78236, 6.20790], [0.56756, -2.16442, 5.33601], [1.11904, -2.04395, 3.54955], [1.89963, -3.70159, 3.40211], [1.12178, -4.80412, 3.76502], [1.54189, -6.09346, 3.48941], [2.74730, -6.30587, 2.83412], [3.52067, -5.22173, 2.45436], [3.09299, -3.92609, 2.71927], [2.53966, -0.87284, 3.75255], [2.29668, 0.44710, 3.37044], [3.26770, 1.42781, 3.51374], [4.51924, 1.10046, 4.00926], [4.78667, -0.21442, 4.36606], [3.80423, -1.18701, 4.25280], [-0.74716, -1.83119, 5.79869], [-3.74861, -0.33741, 5.07617], [-4.36533, -1.25912, 7.27171], [-2.64785, -2.42503, 8.61962], [-0.49398, -3.20830, 8.94486], [1.81680, -3.62472, 8.15407], [2.42375, -3.04368, 5.86536], [0.16461, -4.64344, 4.24789], [0.91638, -6.93338, 3.76344], [3.06948, -7.31231, 2.59969], [4.45289, -5.37977, 1.92560], [3.68075, -3.08768, 2.36815], [1.33563, 0.71582, 2.94457], [3.04345, 2.44971, 3.23028], [5.28483, 1.85875, 4.11388], [5.76769, -0.48867, 4.73453], [4.04760, -2.19713, 4.54897], [0.24072, -5.32177, -2.11309], [0.93389, -3.80860, -1.50377], [0.14033, -3.21071, -0.32996], [-0.86477, -3.76596, 0.09678], [0.61125, -2.09150, 0.08469], [0.95089, -3.08543, -2.31947], [1.95254, -4.01085, -1.18142], [0.77475, -0.55135, -2.96876], [1.32826, -0.68576, -4.05495], [1.99525, -0.75514, -5.32327], [1.56078, -1.61307, -6.33663], [2.21880, -1.65185, -7.55594], [3.31381, -0.83227, -7.79188], [3.75049, 0.02926, -6.79420], [3.10184, 0.06626, -5.57089], [0.70249, -2.24958, -6.16274], [1.87576, -2.32712, -8.32993], [3.82388, -0.86451, -8.74604], [4.60215, 0.67465, -6.97094], [3.44670, 0.72925, -4.78787]]
}

---

{
  "formula": "C5H6O",
  "method": "ωB97M-V/def2-TZVPD",
  "e_lumo_ha": 0.0366,
  "e_homo_ev": -9.2,
  "smiles": "C#CO/C=C\\C",
  "de_lowest_ev": 3.145,
  "e_tot_ev": -7326.140,
  "elements": ["C", "C", "C", "O", "C", "C", "H", "H", "H", "H", "H", "H"],
  "positions_angstrom": [[0.02299, 1.33843, 0.37502], [-0.79193, 0.18400, 0.88139], [-1.22576, -0.83659, 0.15480], [-0.73732, -1.11441, -1.13183], [0.57496, -1.10410, -1.16935], [1.77602, -1.07686, -1.13516], [1.07597, 1.30987, 0.67494], [-0.01077, 1.39724, -0.71616], [-0.41891, 2.25577, 0.77664], [-1.11117, 0.20603, 1.91875], [-1.99189, -1.54421, 0.44945], [2.83780, -1.01517, -1.07850]]
}

---

{
  "formula": "C37H52FNO11",
  "method": "ωB97M-V/def2-TZVPD",
  "e_lumo_ha": -0.0579,
  "e_homo_ev": -9.5,
  "smiles": "CCOC(=O)CCC[C@@H](OCCCCCCCCCCCCOC)[C@H](OCOC(=O)c1ccccc1)C(=O)NC(=O)F.O=C1C=CC(=O)C=C1",
  "e_tot_ev": -65940.299,
  "elements": ["C", "C", "O", "C", "O", "C", "C", "C", "C", "O", "C", "C", "C", "C", "C", "C", "C", "C", "C", "C", "C", "C", "O", "C", "C", "O", "C", "O", "C", "O", "C", "C", "C", "C", "C", "C", "C", "O", "N", "C", "O", "F", "H", "H", "H", "H", "H", "H", "H", "H", "H", "H", "H", "H", "H", "H", "H", "H", "H", "H", "H", "H", "H", "H", "H", "H", "H", "H", "H", "H", "H", "H", "H", "H", "H", "H", "H", "H", "H", "H", "H", "H", "H", "H", "H", "H", "H", "H", "H", "H", "C", "C", "C", "O", "C", "C", "C", "O", "H", "H", "H", "H"],
  "positions_angstrom": [[4.49576, -6.71842, 4.38682], [3.79073, -5.55270, 5.05590], [4.60513, -4.35668, 4.95827], [4.07951, -3.34217, 5.69322], [3.88403, -3.45369, 6.86838], [3.74193, -2.08626, 4.93707], [4.93253, -1.34754, 4.31550], [4.50196, -0.19783, 3.39557], [3.74614, -0.54766, 2.11745], [3.31214, 0.65926, 1.53889], [1.91961, 0.69776, 1.24056], [1.61819, 1.97474, 0.49251], [0.27480, 1.90786, -0.23635], [-0.89222, 1.41339, 0.61387], [-2.25112, 1.73968, -0.00757], [-3.40046, 1.00860, 0.69126], [-4.78400, 1.66123, 0.49085], [-5.65692, 0.93896, -0.54871], [-7.14050, 0.88990, -0.15965], [-8.03100, 0.31803, -1.27702], [-8.70936, -0.98774, -0.84929], [-9.53243, -1.68172, -1.94288], [-9.28696, -1.11548, -3.21383], [-9.55277, -2.00265, -4.27692], [4.65824, -1.24032, 1.09139], [4.13898, -1.02301, -0.20745], [5.09591, -0.79442, -1.18932], [4.43220, -1.09570, -2.40450], [5.21332, -1.47968, -3.45210], [4.96001, -2.46416, -4.06821], [6.28848, -0.52311, -3.85792], [7.55210, -0.52624, -3.27634], [8.52133, 0.37810, -3.70178], [8.23146, 1.28934, -4.70920], [6.97145, 1.28423, -5.29896], [6.00277, 0.38242, -4.87961], [4.73354, -2.75585, 1.24566], [3.79594, -3.44197, 1.51468], [6.00989, -3.25211, 0.90202], [6.31387, -4.60513, 1.05929], [5.74907, -5.51991, 0.59536], [7.45652, -4.72818, 1.78603], [4.02365, -6.97435, 3.44154], [4.47801, -7.60010, 5.02398], [5.53188, -6.48054, 4.16426], [2.83660, -5.34590, 4.56781], [3.61479, -5.76652, 6.10828], [3.26766, -1.43930, 5.67407], [2.98678, -2.33955, 4.18962], [5.47703, -0.89031, 5.14436], [5.63585, -2.04397, 3.85065], [5.38298, 0.38551, 3.11415], [3.87272, 0.46880, 3.98818], [2.90560, -1.19817, 2.36520], [1.66435, -0.16266, 0.61042], [1.35202, 0.63022, 2.17457], [2.40968, 2.11850, -0.24550], [1.64067, 2.83286, 1.16840], [0.03338, 2.87578, -0.67824], [0.41080, 1.20812, -1.06847], [-0.83271, 1.86184, 1.61189], [-0.83777, 0.32863, 0.74174], [-2.41296, 2.81788, 0.02779], [-2.20797, 1.39497, -1.04455], [-3.17570, 0.92951, 1.75878], [-3.43890, -0.01580, 0.31488], [-5.33289, 1.70419, 1.43134], [-4.62568, 2.67496, 0.12770], [-5.33082, -0.09585, -0.68014], [-5.60485, 1.44604, -1.51362], [-7.46081, 1.89332, 0.11773], [-7.21903, 0.24629, 0.72243], [-8.78258, 1.04727, -1.57878], [-7.41183, 0.11481, -2.15060], [-7.91333, -1.65740, -0.51653], [-9.34777, -0.75964, 0.00495], [-9.30110, -2.75268, -1.95614], [-10.60330, -1.60462, -1.71577], [-10.47646, -2.56522, -4.10492], [-9.68631, -1.41100, -5.17911], [-8.72751, -2.70891, -4.40247], [5.65654, -0.79619, 1.19352], [5.41413, 0.25510, -1.18904], [5.96781, -1.44851, -1.06824], [7.79953, -1.23651, -2.49650], [9.49457, 0.35699, -3.22981], [8.99318, 1.98666, -5.02821], [6.74268, 1.98047, -6.09392], [5.02719, 0.37431, -5.34640], [6.75220, -2.64206, 1.21852], [-6.45374, 6.28588, -0.29680], [-6.16155, 7.54301, -0.61760], [-5.55357, 7.88232, -1.93012], [-5.28550, 9.02691, -2.22156], [-5.28553, 6.76395, -2.87059], [-5.57782, 5.50692, -2.54944], [-6.18590, 5.16939, -1.23786], [-6.45048, 4.02329, -0.94529], [-6.89577, 6.01275, 0.65297], [-6.34752, 8.37427, 0.05036], [-4.84283, 7.03609, -3.82019], [-5.39152, 4.67481, -3.21661]]
}